1.
The following is a DFT calculation (ωB97M-V/def2-TZVPD) of a molecular structure, C39H92GaNO16PS3 at a distorted geometry.

XYZ file:
```
153
Properties=species:S:1:pos:R:3:forces:R:3
Ga -2.554061 1.683331 5.183020 0.150 0.918 -0.110
S -4.621551 0.853655 5.783780 -0.129 -0.357 0.335
S 1.921690 6.020403 3.895889 -0.287 -0.110 0.144
S 2.058304 4.877742 6.698885 0.662 0.396 0.351
P -1.045962 -0.077057 4.758308 -0.365 -1.000 0.048
O 2.593776 -7.977655 -5.405040 -0.250 0.164 -0.094
O -4.620567 -4.739707 6.843571 0.006 0.031 0.159
O 1.796903 -5.112914 -6.039931 -0.063 0.092 -0.139
O 0.239382 6.350578 -3.439070 0.049 -0.129 0.107
O 4.184945 -2.007780 -0.393675 0.129 -0.147 0.746
O 2.421025 -0.933867 1.910053 0.565 -0.110 0.136
O -0.399940 0.778857 -4.796009 -0.245 0.010 0.280
O -4.615599 -3.286820 4.076093 -0.499 -0.029 0.545
O -2.515567 -1.269919 -4.061729 -0.207 0.061 -0.095
O 1.195113 -1.807729 -0.695660 -0.109 -0.006 -0.038
O 2.243032 -5.728773 -3.066601 -0.108 0.525 -0.428
O -4.361884 -6.654300 4.478613 0.177 0.093 0.252
O -0.438892 9.291705 -3.910087 0.007 -0.222 0.232
O -2.576137 6.880082 -4.442165 0.311 -0.145 -0.046
O -0.523103 0.220032 3.179571 0.472 0.275 0.187
O -2.677714 -0.155191 -6.917956 0.059 -0.263 0.210
N 4.049084 4.712838 4.904118 -0.601 -0.047 -0.870
C 0.455671 7.131598 -4.597936 -0.041 -0.072 -0.168
C 1.116319 -5.053047 -3.652701 0.397 -0.298 0.445
C -1.647535 2.811613 6.622018 -0.393 -0.192 -0.348
C -0.225218 10.190540 -2.845907 -0.103 0.120 -0.086
C -2.964416 6.144568 -5.579963 -0.079 0.135 0.015
C 4.124635 -2.512634 0.954327 -0.087 0.181 -0.403
C -2.225253 6.092549 -3.314317 -0.188 0.124 0.005
C -3.259682 -0.152378 -4.540160 0.046 0.008 0.170
C 3.206596 2.958010 3.247235 0.194 -0.015 0.919
C 1.763014 -8.981409 -5.943149 0.098 -0.018 0.150
C 0.061881 -2.645390 -0.583436 0.111 -0.005 -0.025
C -1.202615 -1.501013 -4.550469 -0.211 -0.171 -0.224
C 2.238002 -0.143360 0.764275 -0.043 0.500 -0.077
C 3.099423 -5.663795 -5.992750 0.132 0.103 0.097
C 0.456390 0.335769 5.763124 0.006 0.276 -0.374
C -5.286602 -6.745757 5.547608 -0.260 0.046 -0.141
C 4.192897 4.056850 3.583101 0.522 -0.027 -0.358
C -5.658879 -5.394067 6.147098 0.033 -0.014 -0.160
C -0.176711 -0.470902 -4.163959 0.289 0.100 -0.485
C 3.154661 -4.872181 -2.385163 -0.276 -0.187 0.104
C -5.595429 -2.282465 3.826137 0.276 -0.199 -0.281
C 2.694256 5.202939 5.061438 -0.069 -0.480 0.076
C 2.787315 -2.267994 1.632091 -0.311 -0.468 0.173
C -0.935570 6.547884 -2.667019 0.024 0.103 0.131
C 5.397452 -1.354695 -0.693457 -0.076 -0.082 -0.255
C -3.285325 -7.562968 4.543962 -0.087 0.119 -0.162
C -3.810613 -2.993315 5.221790 0.119 -0.152 -0.158
C 3.205237 -7.129632 -6.359254 0.167 -0.105 0.093
C -0.274934 1.890864 -3.932015 0.118 0.109 -0.255
C -0.594625 3.702895 5.946892 0.071 -0.469 -0.301
C 5.969059 5.567329 6.228114 -0.149 0.135 -0.202
C -3.739668 -0.220611 -5.980859 0.041 0.018 -0.006
C -2.736544 -1.107476 -7.955062 0.066 0.153 -0.016
C 0.837667 -5.502427 -5.070348 -0.056 -0.173 0.008
C 0.713747 8.604480 -4.359588 -0.054 0.151 -0.166
C 0.582404 3.803135 6.883434 -0.415 0.068 -0.035
C -3.524355 -4.197104 6.110648 0.011 0.007 -0.317
C 5.075596 5.762884 5.016247 0.038 0.185 0.669
C 1.051769 -0.536280 -0.075977 -0.266 -0.038 -0.205
H 1.370007 6.723045 -5.037429 0.007 0.003 0.023
H 1.024418 9.050432 -5.314602 0.160 -0.076 0.021
H -3.341851 -0.740278 -8.791551 -0.060 -0.104 -0.007
H -1.170740 2.093184 7.290026 0.067 0.086 0.200
H -1.008959 4.642767 5.604155 -0.048 0.337 0.184
H -3.549947 -8.520762 4.079954 0.038 -0.051 0.095
H -2.392775 5.216332 -5.679006 -0.025 -0.020 0.014
H 5.825218 -0.857745 0.182409 0.007 -0.011 -0.001
H 4.171613 4.796252 2.780381 0.078 0.239 -0.069
H -6.121591 -4.738945 5.404762 0.192 -0.057 -0.173
H -2.710355 2.625841 3.891388 -0.028 -0.120 -0.065
H 0.148760 -0.502008 0.540264 0.028 -0.058 0.086
H -0.892183 -2.437888 -4.081633 -0.033 -0.044 0.053
H -2.135602 5.034559 -3.582776 0.010 0.016 -0.099
H -0.338850 6.984679 -5.332607 -0.104 0.154 0.082
H -0.796163 5.924275 -1.780904 0.037 -0.030 -0.016
H -0.651002 -2.459331 -1.391022 -0.140 0.035 -0.003
H -1.156945 10.275003 -2.286158 -0.030 0.012 -0.047
H 6.553324 4.655606 6.164888 0.045 -0.178 0.017
H 0.551593 9.839193 -2.160362 0.025 -0.015 -0.022
H 1.028167 -9.245009 -5.182176 0.044 -0.038 0.029
H -4.899126 -7.392023 6.343644 0.058 0.031 -0.017
H 0.231604 -5.280046 -3.043202 -0.036 0.099 -0.073
H 5.667949 5.812809 4.106488 0.051 -0.153 -0.199
H 2.341907 -9.876790 -6.195240 -0.051 -0.009 -0.106
H 5.190892 -0.593235 -1.447108 -0.012 -0.024 -0.043
H 2.917895 2.500537 4.189883 -0.393 -0.219 0.062
H -5.961507 -1.827700 4.748596 0.057 0.025 0.000
H -0.180930 -0.362252 -3.088211 0.019 0.068 0.464
H 0.927430 2.784459 7.014602 0.457 -0.030 0.046
H -4.334852 -1.133810 -6.120917 0.129 0.052 -0.019
H -3.028547 6.184300 -2.573750 0.050 -0.123 0.105
H -1.718681 -1.274463 -8.308494 -0.005 0.051 -0.033
H -0.076764 1.078645 3.180576 -0.189 -0.045 -0.296
H 5.345597 5.538134 7.115684 0.033 -0.081 0.219
H -2.830848 -3.844741 6.877450 -0.039 0.030 0.016
H -5.448754 1.613491 5.061768 0.150 0.168 -0.132
H -1.209316 -1.677309 -5.628028 0.026 0.189 -0.073
H 2.835528 -2.765791 2.605028 0.061 0.051 0.002
H -5.171341 -1.501355 3.189376 -0.064 0.143 0.115
H -4.397296 0.642212 -6.151854 -0.111 -0.075 0.096
H -2.363369 3.377291 7.211493 -0.018 0.226 0.123
H 2.343383 3.345789 2.726982 -0.298 -0.093 -0.095
H 4.267935 -3.601809 0.931236 0.109 0.059 0.051
H 4.132001 -5.356878 -2.355991 -0.093 -0.125 -0.047
H 1.263577 -3.968695 -3.642156 0.106 0.021 0.040
H 4.272510 -7.384369 -6.406530 0.017 0.066 -0.147
H -2.958573 -7.732908 5.574886 -0.023 -0.021 0.001
H 1.538815 8.712213 -3.647603 -0.033 0.012 0.058
H -0.085830 -5.006278 -5.380749 0.019 0.043 -0.003
H -1.011944 7.577359 -2.313206 -0.080 0.061 -0.179
H -6.440680 -2.733733 3.299961 0.114 -0.146 -0.012
H 1.161924 -0.485080 5.829327 0.046 -0.240 -0.034
H 0.645657 -6.576514 -5.112981 0.146 -0.033 0.121
H 0.953166 0.212531 -0.859753 -0.121 0.310 -0.209
H 0.982303 1.180459 5.319603 0.157 0.212 -0.051
H 6.640779 6.419608 6.295939 0.208 0.066 0.136
H 2.036879 0.871392 1.115877 -0.068 -0.005 0.139
H -4.278743 -2.204197 5.816076 0.023 0.004 0.014
H -2.450913 -7.127507 3.991957 -0.052 -0.025 -0.037
H 0.406402 -3.678979 -0.654238 0.007 -0.001 -0.066
H -4.034935 5.913565 -5.551575 0.024 -0.113 -0.032
H 1.988321 -2.749348 1.067170 0.218 -0.123 0.026
H -0.914107 2.688462 -4.312993 0.027 0.010 -0.073
H 0.213256 4.128346 7.852523 0.138 0.237 0.201
H 6.131759 -2.055179 -1.107916 0.081 0.022 0.090
H 0.756219 2.258681 -3.917624 -0.002 0.003 0.129
H -3.008863 -4.986169 5.557709 -0.105 0.056 -0.140
H 2.827113 -4.701272 -1.354277 0.019 0.147 -0.051
H -0.236172 3.209745 5.042581 0.043 -0.026 -0.308
H 3.267476 -3.907548 -2.885633 -0.066 0.038 0.006
H 5.187760 3.616477 3.584192 0.218 0.069 0.138
H -0.594325 1.661608 -2.912104 0.011 -0.056 0.026
H -6.421873 -5.598220 6.904826 0.016 -0.017 0.008
H 3.660392 -5.114482 -6.753866 -0.021 0.006 -0.022
H -6.209294 -7.200775 5.156383 -0.005 -0.027 0.172
H -4.159515 -0.137430 -3.916610 0.052 -0.041 -0.029
H 4.618636 6.744065 5.115352 -0.301 0.149 -0.109
H 0.811301 -0.843836 -4.466876 -0.007 -0.083 0.125
H -3.136543 -2.064356 -7.605655 -0.034 0.003 -0.008
H -0.440809 -2.519813 0.379597 -0.031 0.028 -0.012
H 0.170236 0.640125 6.764939 -0.113 -0.124 0.169
H 3.153670 -0.085685 0.176257 -0.052 -0.100 -0.153
H 1.224783 -8.631270 -6.829294 0.020 -0.008 -0.030
H 4.928063 -2.063407 1.547128 -0.014 -0.017 0.018
H -2.731476 0.782779 -4.348393 0.093 -0.026 -0.173
H 0.043152 11.185838 -3.218320 0.093 -0.010 0.054
H 3.696805 2.174983 2.680992 -0.015 -0.035 -0.344
H -2.764332 6.761115 -6.457512 -0.059 0.024 0.020
H 2.775548 -7.281938 -7.355340 -0.073 -0.031 0.027
H 3.586053 -5.459258 -5.037293 -0.099 -0.170 0.086
H -2.842858 -2.620287 4.867184 -0.001 0.122 0.188
```
Forces are in eV/Å.

Output
electronic energy: -6260.13091 Ha
net charge: -1
E_HOMO: -4.0308 eV
LUMO energy: 1.495 eV
frontier orbital gap: 0.2031 hartree


2.
The following is a DFT calculation (ωB97M-V/def2-TZVPD) of 2 unconnected molecules or ions with the total composition C4H11B at a distorted geometry.

XYZ file:
```
16
Properties=species:S:1:pos:R:3:forces:R:3
C 0.355905 1.158891 0.263986 -0.073 -1.905 -0.303
C 1.208824 -1.224806 0.610343 0.311 -1.614 1.384
C 0.191728 -0.219741 0.854664 -2.841 0.391 -3.846
C 0.151558 1.426075 -1.218625 -3.030 1.865 2.215
B -2.130430 -1.307759 -0.101138 1.979 0.765 -0.201
H 0.748127 -2.224575 0.927062 1.420 1.222 0.185
H -2.136398 -2.168805 -0.943939 -0.018 0.186 0.410
H -0.945283 1.362959 -1.445711 1.134 -0.509 -0.346
H -0.102633 1.798192 0.912027 -1.980 2.073 1.339
H 1.349338 1.420983 0.415281 2.478 0.290 0.419
H 0.427338 2.461947 -1.392057 0.240 0.087 -0.304
H -0.556575 -0.321504 1.582647 -0.112 -0.228 1.526
H 0.813038 0.780263 -1.640042 1.293 -1.856 -2.266
H 1.650137 -1.437882 -0.364023 -0.506 0.633 -0.367
H 2.041006 -0.760956 1.207961 0.038 -1.379 -0.014
H -3.065679 -0.743282 0.331564 -0.334 -0.020 0.169
```
Forces are in eV/Å.

Output
relative energy (zero: lowest compared OMol25 entry of this formula, charge and spin): 5.895 eV
electronic energy: -183.63021 Ha
E_HOMO (spin up / spin down): -7.0624 / -7.0170 eV
LUMO energy (spin up / spin down): -0.014 / 0.086 eV
frontier orbital gap (spin up / spin down): 0.2590 / 0.2610 hartree


3.
The following is a DFT calculation (ωB97M-V/def2-TZVPD) of C6H8O2 in the gas phase at a distorted geometry.

XYZ file:
```
16
Properties=species:S:1:pos:R:3:forces:R:3
O 0.137875 -1.436894 0.157868 -2.411 -1.745 -0.646
O -0.160718 1.560461 -0.403766 0.589 -0.552 1.561
C -2.452892 -0.137449 0.027127 -1.567 0.832 1.408
C -1.066899 -0.667963 -0.334082 0.798 2.047 -1.048
C 1.133635 -0.652250 -0.397624 0.528 2.209 2.028
C 2.471905 0.082262 0.131856 -2.827 0.894 0.518
C -1.110997 0.691704 0.290498 -0.258 -2.339 1.327
C 0.994554 0.723292 0.099444 0.611 -1.133 0.776
H -3.349127 0.207601 -0.688962 2.631 -1.272 0.985
H -0.998224 -0.314488 -1.392008 0.634 -1.463 0.378
H 1.272831 -0.716855 -1.438083 0.086 -0.588 -1.338
H 0.645524 0.455201 1.138595 1.680 1.137 -0.823
H 3.141428 -0.000700 -0.650016 1.067 0.467 -1.948
H 3.060650 0.243410 1.040656 -0.946 -0.702 0.267
H -0.782348 0.438833 1.407102 -1.572 1.427 -2.072
H -2.937201 -0.476159 1.011390 0.958 0.781 -1.374
```
Forces are in eV/Å.

Output
relative energy (zero: lowest compared OMol25 entry of this formula, charge and spin): 8.893 eV
electronic energy: -383.58330 Ha
structure (SMILES): C1[C@@H]2O[C@@H]3C[C@H]3O[C@@H]12
E_HOMO: -8.9862 eV
LUMO energy: 0.956 eV
frontier orbital gap: 0.3654 hartree